113
Properties=species:S:1:pos:R:3:forces:R:3 method="wB97M-V/def2-TZVPD" total_charge=-1 homo_ev=-4.2 energy_ev=-95818.1273
C 4.70123 -2.02564 -2.55989 0.597 -0.211 0.038
C 5.94186 -2.86058 -2.10059 -1.333 0.300 0.330
C 5.72238 -3.30225 -0.63315 0.741 0.381 -0.584
C 6.01196 -2.11660 0.31605 -0.006 -1.044 0.173
N 4.76019 -1.59767 0.94299 1.611 -0.053 0.122
C 4.69291 -2.18876 2.30349 -0.056 0.771 0.765
C 3.40501 -1.86895 3.09319 0.115 -0.754 -0.656
C 2.11932 -1.74126 2.23590 -0.075 0.431 0.907
C 1.15870 -0.70498 2.86361 -0.589 -0.616 -0.261
In -0.41489 0.01025 1.42857 0.030 0.339 0.049
C -2.39191 0.00338 2.51477 0.714 -0.602 0.254
C -2.79820 -1.46213 2.77944 -0.608 0.345 -0.205
C -4.32456 -1.67893 2.62054 0.564 -0.183 -0.244
I -5.37848 -1.82697 4.49966 0.000 0.063 -0.184
C 0.19209 2.06332 0.67913 -0.044 0.092 0.431
C -0.93647 2.90252 0.09478 -0.140 -1.285 0.175
C -1.90503 2.07925 -0.75968 0.268 1.214 -0.375
O -0.50978 3.99123 -0.76646 -0.054 0.190 0.631
C 0.50051 4.78455 -0.19316 0.230 0.274 -1.075
C 1.87105 4.47240 -0.80997 -1.152 0.476 1.278
C 3.00719 5.08205 -0.31951 -0.060 0.272 0.192
C 4.21797 4.75472 -0.86940 1.431 0.605 0.547
C 4.33113 3.84217 -1.87800 0.444 -0.906 -1.104
C 3.19537 3.24746 -2.38366 0.128 -0.033 -0.080
C 1.97974 3.57862 -1.83550 -0.535 -0.942 -1.022
B -0.63935 -1.42056 -0.38125 0.239 0.735 0.535
O 0.46935 -2.22210 -0.75854 -0.641 0.056 -0.664
O -1.83809 -1.50672 -1.07860 0.571 -1.203 0.484
C -2.09607 -2.75130 -1.72225 -1.158 0.078 -1.322
C -3.23099 -2.53746 -2.76365 0.857 -0.201 0.400
C 4.86530 -0.17608 0.97685 -1.317 0.737 0.064
S 3.69055 0.73232 0.33667 0.073 -0.089 0.012
S 6.32423 0.63820 1.67356 0.766 -0.529 0.198
C 5.75529 1.68859 3.05444 -0.676 0.621 -0.502
C 4.83208 2.86326 2.64639 -0.620 0.050 0.882
C 3.40375 2.70062 3.24815 0.109 0.483 -0.961
H 3.89668 -2.16310 -1.83546 -0.145 -0.033 -0.267
H 4.91691 -0.95358 -2.57436 0.001 -0.095 -0.070
H 4.38772 -2.33559 -3.55901 -0.159 0.158 0.102
H 6.82185 -2.21636 -2.17533 0.172 -0.352 0.017
H 6.08173 -3.74026 -2.73409 -0.007 0.137 -0.041
H 4.69319 -3.62754 -0.46344 0.075 -0.060 -0.155
H 6.38213 -4.16139 -0.46372 -0.009 0.197 0.409
H 6.55120 -1.33550 -0.22609 -0.243 0.057 0.003
H 6.69327 -2.46970 1.10291 0.009 0.277 -0.028
H 5.54351 -1.77061 2.87457 -0.012 -0.268 -0.042
H 4.87452 -3.26484 2.24703 -0.217 0.069 -0.430
H 3.56093 -1.00225 3.74265 -0.078 0.151 -0.307
H 3.24814 -2.71568 3.77416 0.123 0.201 0.118
H 2.32901 -1.52370 1.19041 0.200 0.011 0.125
H 1.62474 -2.71977 2.25629 -0.032 0.112 -0.246
H 1.68610 0.13412 3.32863 0.094 -0.039 -0.179
H 0.62798 -1.22273 3.67823 0.033 0.259 0.037
H -3.14200 0.51955 1.91047 -0.002 0.076 0.201
H -2.23802 0.48747 3.48447 -0.307 0.304 -0.207
H -2.48612 -1.77211 3.77993 0.086 -0.023 -0.127
H -2.32247 -2.16162 2.07458 -0.046 0.085 0.014
H -4.55141 -2.59596 2.07391 -0.130 -0.002 0.252
H -4.75587 -0.84053 2.07799 -0.175 -0.052 0.207
H 0.63542 2.60471 1.52691 0.051 -0.125 -0.076
H 1.00758 1.87607 -0.02804 -0.221 0.044 -0.130
H -1.52161 3.29575 0.93743 0.168 0.275 -0.121
H -2.46583 1.35700 -0.17161 0.198 -0.144 -0.107
H -2.60991 2.79608 -1.20072 -0.055 -0.240 -0.054
H -1.34479 1.63675 -1.58934 -0.169 -0.337 0.176
H 0.27939 5.82793 -0.46916 -0.066 -0.083 0.186
H 0.53112 4.72464 0.89874 0.022 -0.121 -0.072
H 2.97781 5.81151 0.48431 -0.200 -0.090 0.018
H 5.13566 5.20158 -0.49268 -0.160 0.063 0.076
H 5.28522 3.54843 -2.30538 0.087 0.233 0.229
H 3.22905 2.51630 -3.18296 0.150 0.034 0.020
H 1.11594 3.07114 -2.24589 -0.240 0.231 0.302
H 1.01892 -1.63103 -1.29420 0.281 -0.208 0.271
H -1.23837 -3.14369 -2.27137 0.227 0.175 0.390
H -2.43695 -3.51895 -1.01518 0.315 0.191 0.207
H -4.20588 -2.82697 -2.36943 -0.029 0.208 -0.153
H -3.21327 -1.48284 -3.04264 -0.215 -0.097 -0.063
H -2.98446 -3.14288 -3.64126 -0.365 0.057 -0.019
H 5.24994 1.03985 3.77046 0.124 0.072 0.047
H 6.65077 2.10567 3.51986 0.206 -0.462 -0.184
H 4.77323 2.98894 1.56679 0.062 -0.232 0.048
H 5.20349 3.81736 3.03933 0.378 -0.233 -0.056
H 3.22062 1.69662 3.62933 -0.044 0.087 0.025
H 2.68617 2.89450 2.44384 -0.133 -0.196 0.204
H 3.20324 3.45067 4.01718 0.082 -0.247 0.142
C -3.34289 -7.95112 -0.65528 0.004 -0.014 -0.004
C -3.57220 -6.58448 -0.57710 0.011 -0.140 -0.019
C -4.49594 -5.98727 -1.42019 0.060 0.271 0.148
C -5.18274 -6.77048 -2.32984 0.184 -0.122 0.179
C -4.96004 -8.13279 -2.42444 -0.034 -0.261 -0.092
C -4.03318 -8.72350 -1.58081 0.040 0.121 0.075
N -6.18145 -6.14490 -3.20965 -0.064 0.054 -0.077
O -6.34305 -4.94620 -3.11798 0.011 -0.033 0.011
O -6.79008 -6.86824 -3.97616 0.034 0.000 0.019
H -2.62441 -8.41610 0.00763 0.000 0.013 -0.013
H -3.03281 -5.98330 0.14259 -0.014 0.028 -0.031
H -4.66811 -4.92260 -1.35280 -0.119 -0.028 -0.133
H -5.49855 -8.73479 -3.14176 -0.072 0.140 -0.033
H -3.85083 -9.78807 -1.64217 -0.020 0.009 -0.024
C -6.68859 7.15581 -2.21124 -0.006 0.012 -0.008
C -7.23631 5.88571 -2.08955 0.091 0.115 0.015
C -6.56172 4.90373 -1.38085 -0.226 -0.140 -0.069
C -5.34605 5.21084 -0.79879 -0.128 0.179 -0.159
C -4.78378 6.46803 -0.91662 0.188 0.222 0.040
C -5.46179 7.44512 -1.62882 -0.131 -0.077 -0.037
N -4.63717 4.17815 -0.02574 0.113 -0.142 0.111
O -5.14718 3.07792 0.04035 -0.044 0.063 -0.015
O -3.58967 4.49320 0.49660 -0.183 0.113 0.040
H -7.21975 7.92267 -2.76116 0.012 -0.013 -0.002
H -8.19139 5.66082 -2.54524 0.014 -0.028 0.009
H -6.98745 3.91527 -1.28637 0.143 -0.033 0.093
H -3.82997 6.69309 -0.46144 0.000 -0.175 0.041
H -5.03438 8.43405 -1.72715 0.024 -0.021 0.012